Formula: C3H8N2O2
Source: the OMol25 dataset
Level of theory: the ωB97M-V functional and the def2-TZVPD basis

Calculated values
charge = 0
E_HOMO = -8.7 eV
SMILES = c1c[nH]cn1.O.O
energy above the lowest of the compared OMol25 structures with the same formula, charge and spin = 206.0 kJ/mol
LUMO = 0.68 eV
multiplicity = 1

Geometry (Å):
C  0.56837  -1.43050  -1.19882
C  0.57150  -0.46103  -2.20772
N  -0.21887  0.63615  -1.67556
C  -0.61620  0.24669  -0.47820
N  -0.19386  -1.05929  -0.13147
H  1.03063  -2.49732  -1.33107
H  0.98114  -0.45597  -3.18815
H  -1.10577  0.84878  0.16173
H  -0.08421  -1.44335  0.88800
H  -1.59124  -0.55039  2.88855
H  -0.13716  0.26454  2.62236
O  -0.69524  -0.62513  2.65632
H  1.27043  2.76807  1.45939
H  0.13764  1.99607  0.51051
O  0.60095  2.11270  1.33697


Formula: C4H7NO2
Source: the OMol25 dataset
Level of theory: the ωB97M-V functional and the def2-TZVPD basis

Calculated values
charge = 0
E_HOMO = -10.1 eV
SMILES = NC(=O)CCC=O
energy above the lowest of the compared OMol25 structures with the same formula, charge and spin = 138.1 kJ/mol
LUMO = 0.59 eV
multiplicity = 1

Geometry (Å):
O  -2.34586  0.26972  -2.02639
C  -1.38449  0.37062  -1.33133
C  -1.17185  -0.30154  -0.00770
C  -0.23119  0.50607  0.96054
C  1.25050  0.35212  0.68514
N  1.72282  -0.71890  -0.01990
O  2.01176  1.27096  0.90322
H  -0.45618  0.91064  -1.60738
H  -0.60549  -1.21295  -0.23617
H  -1.99184  -0.70791  0.57538
H  -0.40118  -0.16288  1.81003
H  -0.41971  1.57053  0.93855
H  1.43883  -1.67096  -0.16545
H  2.58386  -0.47554  -0.47854


Formula: C10H23CaInNO4S
Source: the OMol25 dataset
Level of theory: the ωB97M-V functional and the def2-TZVPD basis

Calculated values
charge = +1
E_HOMO = -10.6 eV
LUMO = -6.20 eV
multiplicity = 1

Geometry (Å):
C  -1.66499  -2.49020  2.06287
C  -2.54798  -1.57450  1.10873
O  -2.57835  -1.88774  -0.11181
N  -3.36855  -0.42938  1.51883
C  -4.04062  -0.63852  2.83391
C  -2.64158  0.87240  1.42812
C  -1.04712  0.77235  1.50337
C  -0.41975  2.23900  1.81495
C  1.19543  2.06509  1.85736
In  2.08756  1.50827  -0.12793
C  1.69175  -0.62957  -0.78075
C  2.68874  -1.12412  -1.98112
C  1.86970  -1.52098  -3.29786
S  1.51840  -0.10184  -4.42562
O  0.06619  0.29895  -4.30931
O  1.75323  -0.43856  -5.88598
O  2.47944  1.25478  -4.10482
H  -2.20029  -2.85470  3.00087
H  -1.40861  -3.43677  1.46399
H  -0.68039  -2.03095  2.39122
H  -3.35284  -0.96516  3.68014
H  -4.88787  -1.38984  2.67885
H  -4.52396  0.36601  3.11480
H  -2.90472  1.34123  0.41434
H  -2.96574  1.60241  2.24758
H  -0.66447  0.50660  0.45911
H  -0.65483  0.09708  2.32631
H  -0.73116  3.00724  1.03969
H  -0.72557  2.51331  2.88339
H  1.69867  2.98905  2.30038
H  1.41721  1.20434  2.58279
H  1.50064  2.67461  -1.37872
H  3.89872  1.76668  0.00298
H  1.76268  -1.28448  0.14414
H  0.61781  -0.62733  -1.18466
H  3.17908  -2.08175  -1.57222
H  3.49090  -0.33459  -2.23978
H  2.36786  -2.35298  -3.89725
H  0.85384  -1.91472  -2.93489
H  2.92984  1.45669  -4.95613
Ca  4.94172  1.57258  -1.66983


Formula: C7H17N2OS
Source: the OMol25 dataset
Level of theory: the ωB97M-V functional and the def2-TZVPD basis

Calculated values
charge = +1
E_HOMO = -12.9 eV
energy above the lowest of the compared OMol25 structures with the same formula, charge and spin = 133.8 kJ/mol
LUMO = -2.71 eV
multiplicity = 1

Geometry (Å):
C  -1.13534  -0.01073  0.06060
C  1.91665  1.84723  -0.97200
C  0.20078  -2.36219  -0.79091
C  -0.40719  -2.11232  1.67917
C  -1.73963  2.23616  0.67148
C  2.07285  0.35714  -0.92422
C  0.06167  -1.39841  0.44223
N  -1.02863  0.99966  0.82882
N  -1.99437  -0.17091  -0.91100
O  1.38074  0.68368  1.55236
S  1.74566  -0.46968  0.68303
H  0.87793  2.19493  -1.29232
H  2.02531  2.38600  0.00190
H  2.58959  2.22365  -1.69679
H  1.26479  -2.62138  -0.75331
H  -0.48847  -3.22961  -0.61788
H  -0.03845  -1.79545  -1.78718
H  0.27374  -3.02027  1.97466
H  -0.47147  -1.35808  2.50592
H  -1.37969  -2.49464  1.60599
H  -1.56434  2.50267  -0.35187
H  -2.81567  2.05525  0.82439
H  -1.30090  3.02695  1.38387
H  3.07262  0.03910  -1.12142
H  1.53667  -0.20646  -1.84802
H  -0.22735  1.04498  1.42752
H  -1.68325  -0.83828  -1.61270
H  -2.74425  0.49101  -0.96233


Formula: C7H15NO
Source: the OMol25 dataset
Level of theory: the ωB97M-V functional and the def2-TZVPD basis

Calculated values
charge = 0
E_HOMO = -10.1 eV
SMILES = C1CCCCC1.NC=O
energy above the lowest of the compared OMol25 structures with the same formula, charge and spin = 17.7 kJ/mol
LUMO = 0.82 eV
multiplicity = 1

Geometry (Å):
C  1.78671  1.21824  0.63359
C  1.84878  -0.08867  1.42695
C  0.54969  2.03345  1.01640
C  0.57112  -0.90819  1.23380
C  -0.72797  1.21394  0.82325
C  -0.66590  -0.09298  1.61660
H  1.73841  0.97975  -0.44634
H  2.70413  1.81324  0.80616
H  1.96216  0.14995  2.50196
H  2.73196  -0.68059  1.11862
H  0.50268  2.96105  0.41409
H  0.62947  2.32696  2.08079
H  0.61814  -1.83577  1.83614
H  0.49135  -1.20173  0.16942
H  -0.84138  0.97534  -0.25177
H  -1.61114  1.80586  1.13162
H  -1.58332  -0.68797  1.44407
H  -0.61756  0.14554  2.69652
O  -0.24144  -0.84863  -3.64401
C  -1.24576  -1.50836  -3.84215
N  -2.13485  -1.87353  -2.88170
H  -1.53476  -1.88225  -4.85426
H  -1.96959  -1.58484  -1.91429
H  -2.96094  -2.42983  -3.11546


Formula: C4H3ClINS
Source: the OMol25 dataset
Level of theory: the ωB97M-V functional and the def2-TZVPD basis

Calculated values
charge = 0
E_HOMO = -8.8 eV
energy above the lowest of the compared OMol25 structures with the same formula, charge and spin = 204.7 kJ/mol
LUMO = -0.14 eV
multiplicity = 1

Geometry (Å):
C  -0.59978  1.13500  0.75909
C  -1.14828  0.93418  2.78921
C  -0.97375  2.37293  0.63690
C  -0.00954  0.06084  -0.03773
N  -1.60246  2.04551  3.12557
S  -1.66234  3.26278  2.02266
Cl  -0.97196  -0.46504  3.64309
I  -0.90719  3.62083  -1.07415
H  0.88135  -0.32794  0.45376
H  -0.71402  -0.76035  -0.16052
H  0.26430  0.44510  -1.02484